Formula: C5H10N2
Source: the OMol25 dataset
Level of theory: the ωB97M-V functional and the def2-TZVPD basis

```
17
Properties=species:S:1:pos:R:3:forces:R:3
C -0.721214 -1.084420 1.543179 1.23 0.61 -0.14
N 0.394185 -0.485041 1.668465 0.53 0.01 -0.70
C 0.728884 0.653712 0.841824 -2.90 0.46 0.51
C 1.510651 1.590178 1.364197 0.18 -0.69 0.67
C -0.165840 0.918370 -0.379867 1.28 -1.80 -0.59
C -0.030151 -0.227159 -1.424527 0.96 0.32 -1.83
N -1.129590 -1.188060 -1.725599 0.54 0.35 1.34
H -0.777814 -2.041941 2.043426 -0.61 0.02 0.27
H -1.520615 -0.684570 0.922688 -0.26 -0.38 0.00
H 1.791392 2.512894 0.883344 -0.15 0.03 -0.10
H 1.804930 1.385906 2.391014 0.56 0.22 -0.24
H 0.223456 1.832378 -0.824267 -0.60 0.15 -0.05
H -1.225013 0.902646 -0.175753 -0.31 0.90 0.55
H 0.923673 -0.726543 -1.214749 -0.10 -0.22 -0.01
H 0.102603 0.213669 -2.432811 0.22 0.24 0.61
H -1.141159 -1.863829 -0.965060 -0.29 -0.10 -0.11
H -0.768372 -1.708185 -2.515498 -0.29 -0.12 -0.17
```
Positions in Å, forces in eV/Å.

* gap between HOMO and LUMO: 9.7532 eV
* strongest force on any atom: 2.98 eV/A
* structure (SMILES): C=NC(=C)CCN
* energy above the lowest of the compared OMol25 structures with the same formula, charge and spin: 203.32 kJ/mol
* highest occupied orbital energy: -0.33455 hartree

Formula: C19H40BF3N5O8
Source: the OMol25 dataset
Level of theory: the ωB97M-V functional and the def2-TZVPD basis

```
76
Properties=species:S:1:pos:R:3:forces:R:3
C -1.227746 3.513854 -4.874369 -0.08 0.08 -0.11
N -0.664641 2.376585 -4.169192 -0.04 0.07 0.14
C -0.142953 1.265995 -4.679886 -0.09 0.02 -0.28
C -0.052605 0.971893 -6.138722 0.12 -0.01 0.01
C -0.161743 -0.525877 -6.426954 0.05 -0.04 -0.08
O -1.515877 -0.934294 -6.399006 -0.01 0.07 0.10
N 0.301869 0.464062 -3.740477 0.13 -0.30 0.14
C 0.060261 1.072829 -2.565673 -0.21 0.03 0.00
N 0.424732 0.483560 -1.432623 0.41 0.11 -0.14
C 0.229778 1.017424 -0.081152 -0.13 -0.24 0.11
C 1.193083 0.412370 0.926384 0.06 0.34 0.53
C 2.653094 0.744218 0.727479 -0.25 0.24 0.02
O 3.556732 -0.005404 0.915420 0.28 -0.28 -0.19
O 2.841081 2.059754 0.375098 -0.68 -0.08 -0.49
B 1.011679 -0.929720 -1.605945 -0.35 -0.14 -0.23
N 2.368480 -1.130787 -1.887715 -0.08 0.52 0.65
O 0.156681 -1.993527 -1.500727 0.43 -0.19 0.47
N -0.566480 2.259556 -2.781146 0.06 0.21 0.08
C -1.110280 3.291871 -1.894645 0.02 -0.09 0.06
C -2.302424 2.866737 -1.035492 -0.18 0.34 -0.01
C -3.344680 2.046012 -1.767282 -0.04 -0.14 -0.07
F -3.368155 2.339591 -3.091732 -0.09 -0.01 0.20
F -3.086897 0.725442 -1.667157 0.00 0.17 -0.07
F -4.573431 2.263501 -1.290043 0.23 -0.11 -0.04
H -0.736051 3.569531 -5.842276 -0.04 -0.01 0.03
H -2.302869 3.405366 -5.009490 0.04 0.01 0.04
H -1.013184 4.440868 -4.350754 0.08 -0.02 -0.04
H 0.913318 1.344392 -6.497014 -0.03 0.01 0.02
H -0.840800 1.490756 -6.684912 0.04 -0.03 -0.01
H 0.443227 -1.095625 -5.720190 0.03 0.05 -0.03
H 0.232258 -0.708544 -7.427612 -0.09 0.00 0.00
H -1.689935 -1.418179 -5.587243 0.01 -0.05 0.00
H -0.780115 0.776733 0.261959 0.03 0.01 0.05
H 0.360637 2.096175 -0.054220 0.03 -0.02 -0.14
H 1.074351 -0.664268 1.063616 0.11 0.01 -0.12
H 0.909310 0.865054 1.886529 -0.03 -0.15 0.01
H 3.423100 2.114927 -0.392785 0.52 0.02 0.38
H 2.965719 -0.324859 -1.983996 0.07 -0.08 -0.09
H 2.835198 -1.868621 -1.377575 0.01 -0.28 -0.45
H -0.439152 -2.004704 -0.746908 -0.30 0.13 -0.24
H -0.316233 3.688956 -1.263569 -0.01 -0.06 -0.01
H -1.421420 4.113282 -2.529378 -0.01 -0.05 -0.03
H -1.999743 2.333679 -0.139879 -0.07 -0.09 -0.03
H -2.801844 3.779580 -0.703186 0.06 -0.02 0.00
C -1.146388 2.084597 4.152011 -0.03 -0.03 0.07
O -0.945229 0.945014 3.330981 0.00 0.09 -0.22
C -0.966333 -0.294764 4.030894 0.15 -0.07 -0.06
C -2.298368 -0.997377 3.911427 -0.09 -0.04 0.07
O -3.335002 -0.284010 4.557131 0.04 0.09 0.00
C -4.170611 0.444709 3.681155 -0.02 -0.03 0.00
H -1.295867 2.938981 3.493027 0.02 0.00 -0.01
H -2.025297 1.967133 4.788494 0.01 0.01 0.00
H -0.271041 2.272937 4.781014 -0.01 -0.02 0.02
H -0.718010 -0.141836 5.085101 -0.01 0.03 0.00
H -0.191968 -0.933272 3.592160 0.01 -0.02 0.06
H -2.216345 -1.976224 4.391957 0.00 -0.01 -0.02
H -2.545709 -1.159132 2.855178 0.01 0.00 0.00
H -4.818201 -0.225547 3.105727 0.02 0.00 -0.02
H -3.589224 1.061158 2.987909 -0.01 0.01 0.00
H -4.794556 1.092353 4.293628 -0.02 -0.01 0.00
C 3.441153 -3.575295 1.038212 -0.01 -0.01 0.03
O 4.051573 -3.829077 2.283103 -0.05 -0.04 0.03
C 3.877439 -2.797577 3.242993 0.07 -0.01 -0.03
C 2.800088 -3.145774 4.245138 -0.03 0.05 0.03
O 1.519251 -3.228550 3.634777 -0.05 0.05 -0.09
C 1.098754 -4.558757 3.382869 -0.01 0.00 0.00
H 3.473814 -4.502184 0.467177 0.01 0.01 0.00
H 2.396355 -3.266286 1.157231 0.00 0.00 -0.02
H 3.984023 -2.796748 0.489893 0.00 0.05 0.00
H 3.642941 -1.849700 2.748912 0.00 0.00 -0.01
H 4.826133 -2.675474 3.772931 0.00 0.00 -0.01
H 2.755571 -2.362749 5.008010 0.00 -0.01 0.00
H 3.045152 -4.088622 4.742944 0.00 -0.01 0.00
H 0.822159 -5.064760 4.313075 0.02 -0.01 0.00
H 1.877167 -5.136728 2.880017 -0.01 0.00 0.00
H 0.221248 -4.506584 2.739364 -0.01 0.00 0.02
```
Positions in Å, forces in eV/Å.

* gap between HOMO and LUMO: 8.5602 eV
* strongest force on any atom: 0.84 eV/A
* charge: +1
* energy above the lowest of the compared OMol25 structures with the same formula, charge and spin: 0.00 kJ/mol
* highest occupied orbital energy: -0.40710 hartree

Formula: C6H14CeO4
Source: the OMol25 dataset
Level of theory: the ωB97M-V functional and the def2-TZVPD basis

```
25
Properties=species:S:1:pos:R:3:forces:R:3
C -0.316144 1.466809 -2.277713 -0.01 0.10 -0.11
O -1.131515 1.466807 -1.145467 0.04 -0.47 0.45
C -2.199843 0.476097 -1.212974 -0.01 -0.11 -0.21
C -2.942379 0.489085 0.120831 -0.60 1.40 -0.70
O -2.449539 -0.503970 0.993898 0.62 -1.38 -0.14
C 0.790933 0.140300 2.157872 -0.05 0.66 0.31
C 1.656467 -0.853248 1.415259 0.85 -0.15 0.36
O 1.042453 -1.220002 0.183973 -0.58 -0.08 -0.06
C 1.957609 -1.727948 -0.769850 0.40 -0.25 -0.19
Ce -1.449313 -1.840995 -0.340410 -0.41 1.71 0.46
H 0.561458 2.095480 -2.073687 -0.22 -0.10 -0.05
H 0.024533 0.446650 -2.526954 -0.02 0.08 -0.06
H -0.849257 1.875637 -3.154938 0.16 -0.16 0.11
H -2.869676 0.793886 -2.035071 0.11 -0.29 0.24
H -4.026584 0.345060 -0.086317 0.44 -0.13 0.21
H -2.858372 1.495289 0.595549 0.06 -0.51 -0.10
H 0.033299 -0.438188 2.707490 -0.08 0.67 -0.23
H 0.357203 0.847935 1.431776 -0.27 -0.44 0.22
H 1.811207 -1.757331 2.028536 0.15 0.23 -0.23
H 2.638797 -0.404409 1.195694 -0.20 -0.10 0.04
H 1.397262 -1.940960 -1.689519 0.16 0.06 0.14
H 2.738375 -0.980591 -0.976375 -0.23 -0.20 -0.01
H 2.420571 -2.658932 -0.408183 -0.07 0.22 -0.11
O 1.522309 0.880390 3.151393 0.45 -0.13 -0.61
H 2.140146 1.507152 2.715187 -0.70 -0.64 0.28
```
Positions in Å, forces in eV/Å.

* gap between HOMO and LUMO (spin up / spin down): 4.9280 / 6.8719 eV
* strongest force on any atom: 1.82 eV/A
* 2S+1: 3
* highest occupied orbital energy (spin up / spin down): -0.17415 / -0.25897 hartree

Formula: C3H7N3S2
Source: the OMol25 dataset
Level of theory: the ωB97M-V functional and the def2-TZVPD basis

```
15
Properties=species:S:1:pos:R:3:forces:R:3
C -2.317472 -0.444547 -0.356382 0.74 -2.19 1.13
C -1.344429 0.383908 -1.108730 0.17 -0.29 -1.13
S -1.788293 1.624933 -2.129457 0.26 -0.57 0.76
N -0.031188 -0.005719 -1.072351 -0.32 0.28 0.03
S 0.799248 -1.177726 -0.156929 -1.54 -0.85 -0.38
C 0.783549 -0.382408 1.421537 0.66 -0.73 -1.12
N 1.676239 0.468390 1.657217 3.20 0.71 -1.04
N 2.661256 0.702069 0.653865 0.52 0.90 1.13
H -2.073199 -1.580098 -0.438732 -0.27 1.85 -0.22
H -3.331389 -0.285874 -0.707110 0.04 0.23 0.34
H -2.159026 -0.288953 0.742276 -0.56 0.22 -0.79
H 0.540569 0.590654 -1.629108 0.52 0.43 -0.29
H 0.190758 -0.778014 2.208873 -0.78 0.22 0.51
H 3.538479 1.139696 1.047773 -1.89 -0.78 -0.42
H 2.854897 0.033689 -0.132743 -0.75 0.57 1.50
```
Positions in Å, forces in eV/Å.

* gap between HOMO and LUMO: 8.7138 eV
* strongest force on any atom: 3.44 eV/A
* structure (SMILES): CC(=S)NS/C=N\N
* energy above the lowest of the compared OMol25 structures with the same formula, charge and spin: 241.50 kJ/mol
* highest occupied orbital energy: -0.31276 hartree

Formula: C24H31N3O8S
Source: the OMol25 dataset
Level of theory: the ωB97M-V functional and the def2-TZVPD basis

```
67
Properties=species:S:1:pos:R:3:forces:R:3
C -5.358451 -1.848802 -1.615797 -0.13 -0.08 -0.22
O -4.771034 -1.531607 -0.376373 0.19 0.15 0.29
C -3.433102 -1.311549 -0.317865 0.34 0.01 0.19
C -2.581367 -1.365232 -1.418127 -0.17 -0.06 -0.05
C -1.229549 -1.108158 -1.263106 0.02 0.00 -0.07
C -0.735322 -0.817905 -0.010443 0.62 0.18 0.08
S 1.009897 -0.566404 0.187635 -0.12 -0.91 -0.06
O 1.259616 0.113191 1.426563 -0.40 -0.37 0.29
O 1.576743 -0.037699 -1.017481 -0.35 -0.16 -0.26
N 1.629941 -2.089442 0.337765 -0.42 0.78 -0.13
C 1.263382 -2.973089 1.421179 -0.12 0.06 0.48
C 1.481418 -4.367242 0.803224 0.05 -0.03 0.23
O 1.555350 -4.151748 -0.595995 0.02 0.00 -0.18
C 2.083623 -2.868804 -0.787080 0.50 0.32 -0.78
C 3.634553 -2.838409 -0.833389 -0.38 -0.25 0.21
N 4.094160 -1.482558 -0.960116 -0.02 0.03 -0.32
C 4.114350 -0.651866 0.107050 0.57 -0.31 -0.11
O 4.083822 -1.013063 1.266935 0.04 0.12 0.08
C 4.244414 0.812351 -0.310830 0.02 0.23 0.36
O 4.857804 1.144178 -1.310465 0.00 -0.01 -0.19
N 3.645213 1.644033 0.550702 -0.12 0.02 0.19
C 3.569728 3.065146 0.296001 0.09 0.13 -0.40
C 2.614638 3.426734 -0.846969 0.14 -0.02 0.16
C 1.176824 3.013264 -0.672840 -0.10 0.12 -0.20
C 0.392529 2.832113 -1.798404 0.10 0.07 0.16
C -0.946875 2.492664 -1.691863 -0.21 -0.03 0.02
C -1.527551 2.303792 -0.451300 -0.15 0.04 0.23
O -2.836889 1.955703 -0.236336 0.46 0.08 0.21
C -3.699732 1.939387 -1.342229 -0.10 0.03 -0.20
C -0.736977 2.467808 0.702100 -0.27 0.07 -0.06
O -1.372227 2.248171 1.889236 -0.11 -0.03 -0.35
C -0.593497 2.243068 3.063412 0.15 0.02 0.17
C 0.590925 2.838443 0.575495 -0.16 0.09 0.00
C -1.567310 -0.780409 1.094093 -0.15 -0.01 -0.01
C -2.922949 -1.008444 0.958765 -0.08 -0.18 -0.17
C -3.853869 -0.908872 2.122492 -0.02 0.01 -0.08
H -6.418772 -1.987106 -1.409881 0.07 0.00 -0.07
H -5.235668 -1.037367 -2.339845 0.03 -0.03 0.02
H -4.948518 -2.774570 -2.031463 0.01 0.05 0.02
H -2.961400 -1.594126 -2.401263 -0.05 -0.01 -0.08
H -0.559688 -1.108239 -2.107554 0.02 -0.02 -0.19
H 0.218525 -2.804935 1.702273 0.05 -0.11 0.05
H 1.907228 -2.793482 2.285080 -0.10 -0.09 0.02
H 0.652731 -5.052431 0.983508 0.09 0.06 0.07
H 2.411963 -4.816192 1.168906 -0.10 0.03 0.01
H 1.686455 -2.456737 -1.722311 0.07 -0.12 0.07
H 3.992528 -3.442147 -1.668472 0.02 0.01 0.08
H 4.024186 -3.228697 0.109510 0.00 -0.11 -0.12
H 4.017665 -1.027752 -1.859403 0.09 0.02 0.10
H 2.999504 1.224899 1.208596 0.19 -0.02 0.01
H 3.291008 3.566864 1.223680 0.08 -0.02 -0.02
H 4.573231 3.393250 0.006744 -0.14 0.08 0.14
H 2.996800 2.958798 -1.755674 0.03 0.09 -0.02
H 2.657401 4.511944 -0.988909 0.07 -0.03 -0.04
H 0.826529 2.955983 -2.778837 0.08 0.00 -0.12
H -1.526544 2.366439 -2.592628 -0.11 -0.03 -0.06
H -3.751245 2.920091 -1.828265 0.01 -0.04 0.02
H -3.399466 1.187750 -2.080812 -0.03 0.05 0.02
H -4.681136 1.681748 -0.945405 0.01 0.00 -0.07
H -0.206892 3.242027 3.293607 -0.01 -0.04 -0.01
H -1.269293 1.933542 3.860037 0.08 0.03 0.00
H 0.237249 1.535682 2.982598 -0.06 0.08 0.05
H 1.181665 2.979373 1.463963 0.07 -0.02 0.17
H -1.144412 -0.536296 2.055026 -0.04 0.05 0.19
H -4.408824 0.025578 2.054893 -0.12 0.08 0.07
H -4.572265 -1.725494 2.108617 -0.05 -0.02 0.10
H -3.302775 -0.917114 3.058012 0.02 0.00 0.09
```
Positions in Å, forces in eV/Å.

* gap between HOMO and LUMO: 8.1605 eV
* strongest force on any atom: 0.98 eV/A
* structure (SMILES): COc1ccc(S(=O)(=O)N2CCO[C@@H]2CNC(=O)C(=O)NCCc2ccc(OC)c(OC)c2)cc1C
* highest occupied orbital energy: -0.28292 hartree

> Among the records above, which one has the highest strongest force on any atom?

C3H7N3S2

> Among the records above, which one has the highest strongest force on any atom?

C3H7N3S2